{
  "formula": "C23H27N5O2",
  "method": "ωB97M-V/def2-TZVPD",
  "relative_energy_kj_mol": 672.5,
  "homo_lumo_gap_ha": 0.12275,
  "e_tot_ev": -35830.50662,
  "e_homo_ev": -5.43,
  "species": ["C", "O", "C", "C", "C", "C", "C", "C", "C", "N", "C", "C", "C", "C", "C", "C", "C", "C", "C", "O", "N", "C", "C", "C", "C", "C", "C", "H", "H", "H", "H", "H", "H", "H", "H", "H", "H", "H", "H", "H", "H", "H", "H", "H", "H", "H", "H", "H", "H", "H", "H", "H", "H", "H", "N", "N", "N"],
  "coordinates": [[8.0897, 1.1633, -0.4932], [7.6906, -0.2093, -0.2655], [6.3609, -0.4518, -0.1197], [5.9572, -1.7953, 0.1070], [4.6255, -2.0910, 0.2664], [3.6189, -1.0801, 0.2164], [2.2309, -1.3992, 0.3855], [1.2132, -0.4521, 0.3236], [-0.1534, -0.6533, 0.4765], [-1.0614, 0.3406, 0.3979], [-2.4999, 0.0877, 0.5334], [-3.0585, -0.8403, -0.5473], [-4.5495, -1.0688, -0.4108], [-5.4156, -0.6748, -1.4349], [-6.7945, -0.8286, -1.2853], [-7.3061, -1.3918, -0.1081], [-6.4379, -1.8026, 0.9114], [-5.0571, -1.6470, 0.7555], [-3.0892, 1.4964, 0.4424], [-4.2678, 1.8186, 0.5677], [-2.0598, 2.3572, 0.1937], [-2.2864, 3.7747, 0.0235], [-0.7318, 1.7570, 0.1663], [0.1020, 2.3423, 1.3154], [-0.1186, 1.9874, -1.2243], [4.0537, 0.2568, -0.0162], [5.3880, 0.5726, -0.1834], [9.1756, 1.1094, -0.5743], [7.6543, 1.5590, -1.4238], [7.7991, 1.8112, 0.3482], [6.7303, -2.5595, 0.1474], [4.3105, -3.1204, 0.4301], [1.9702, -2.4479, 0.5528], [1.5217, 0.5708, 0.1239], [-0.5677, -1.6465, 0.6708], [-2.7242, -0.3249, 1.5377], [-2.8404, -0.3858, -1.5267], [-2.5120, -1.7939, -0.4857], [-4.9877, -0.2228, -2.3327], [-7.4602, -0.5024, -2.0863], [-8.3827, -1.5118, 0.0121], [-6.8252, -2.2427, 1.8320], [-4.3592, -1.9585, 1.5362], [-3.3602, 3.9644, 0.0856], [-1.7724, 4.3505, 0.8031], [-1.9154, 4.1109, -0.9526], [-0.4580, 2.2113, 2.2519], [1.0630, 1.8381, 1.4228], [0.2787, 3.4095, 1.1378], [-0.8226, 1.6263, -1.9883], [0.0643, 3.0587, -1.3727], [0.8221, 1.4503, -1.3537], [3.3448, 1.0812, -0.0725], [5.6808, 1.6095, -0.3609], [1.7328, -4.6701, -0.5122], [1.3755, -5.5399, 0.2139], [1.0209, -6.4023, 0.9421]],
  "forces_ev_per_angstrom": [[-0.05, -0.43, 0.06], [-0.81, 0.40, 0.01], [-0.09, -0.06, 0.03], [0.49, 0.83, -0.14], [-0.69, 0.09, 0.06], [0.62, 0.58, -0.19], [-0.73, -0.04, 0.09], [0.99, 0.30, -0.13], [-0.80, 0.66, -0.05], [1.00, -1.47, 0.09], [-0.50, 0.17, 0.61], [0.09, -0.09, -0.33], [-0.03, 0.00, 0.03], [0.02, -0.03, 0.34], [0.15, -0.15, 0.23], [0.27, 0.06, -0.09], [0.20, 0.07, -0.19], [-0.31, 0.14, -0.28], [-1.02, 0.55, 0.23], [1.55, -0.60, -0.20], [-0.49, -0.32, 0.09], [0.26, 0.28, -0.06], [-0.06, 0.65, -0.21], [-0.10, -0.12, 0.11], [-0.06, -0.14, -0.07], [0.05, -0.45, 0.04], [0.22, -0.19, 0.03], [-0.19, 0.15, -0.01], [0.16, -0.22, 0.24], [0.13, -0.28, -0.19], [-0.23, 0.11, -0.01], [-0.01, 0.12, -0.09], [0.06, -0.14, -0.13], [-0.11, -0.53, 0.09], [0.20, 0.20, -0.08], [0.14, 0.23, -0.45], [-0.02, -0.22, 0.20], [-0.16, 0.18, -0.12], [-0.25, -0.12, 0.21], [0.14, -0.14, 0.29], [0.28, 0.03, -0.02], [0.04, 0.13, -0.32], [-0.32, 0.00, -0.13], [0.20, -0.15, 0.01], [-0.17, -0.08, -0.11], [-0.14, -0.04, 0.16], [0.18, 0.13, -0.22], [-0.12, 0.22, 0.04], [-0.03, -0.25, 0.07], [0.21, 0.17, 0.20], [-0.04, -0.27, 0.01], [-0.14, 0.20, -0.08], [0.13, -0.24, 0.03], [-0.16, -0.43, 0.08], [-0.10, 0.02, 0.49], [-0.45, -0.99, 1.05], [0.62, 1.53, -1.33]]
}

{
  "formula": "C23H27N7STc",
  "method": "ωB97M-V/def2-TZVPD",
  "relative_energy_kj_mol": 0.0,
  "homo_lumo_gap_ha": [0.28297, 0.19445],
  "multiplicity": 4,
  "charge": 4,
  "e_tot_ev": -47714.35670,
  "e_homo_ev": [-20.22, -20.90],
  "species": ["Tc", "N", "C", "C", "C", "C", "C", "C", "N", "C", "C", "C", "S", "C", "N", "H", "H", "H", "H", "H", "H", "H", "C", "C", "N", "C", "N", "C", "C", "C", "N", "C", "H", "H", "H", "H", "H", "H", "H", "H", "H", "H", "H", "H", "H", "N", "C", "C", "C", "C", "C", "C", "H", "H", "H", "H", "H", "H", "H"],
  "coordinates": [[0.2015, 0.5635, -0.2536], [-3.0768, 0.3108, -2.8519], [-2.7022, -0.9732, -3.1594], [-3.2464, -1.9038, -4.0217], [-2.5914, -3.1220, -4.0697], [-1.4251, -3.4035, -3.2659], [-0.8891, -2.4765, -2.4127], [-1.5263, -1.2304, -2.3583], [-1.2485, -0.1064, -1.6328], [-2.2087, 0.8014, -1.9485], [-2.1782, 2.0797, -1.3185], [-2.9932, 3.1759, -1.4437], [-2.4226, 4.4463, -0.4788], [-1.1606, 3.4506, 0.0916], [-1.1292, 2.2460, -0.4228], [-3.8723, 0.8006, -3.2462], [-4.1237, -1.7087, -4.6244], [-2.9541, -3.9058, -4.7242], [-0.9851, -4.3884, -3.3607], [-0.0262, -2.7000, -1.8022], [-3.8717, 3.3060, -2.0597], [-0.4387, 3.8181, 0.8072], [2.6120, -0.3327, 3.9496], [2.2358, 1.0013, 3.3381], [1.1614, 0.8099, 2.3212], [0.3333, -0.2961, 2.3828], [-0.5166, -0.3469, 1.3334], [-1.6803, -1.2359, 1.5044], [-1.1988, -2.5820, 2.0261], [-0.4339, -2.4096, 3.3284], [0.4154, -1.2021, 3.3181], [1.3587, -1.0301, 4.4453], [3.2943, -0.1634, 4.7821], [3.1370, -0.9713, 3.2339], [3.0834, 1.4906, 2.8609], [1.8522, 1.6700, 4.1112], [0.6193, 1.6558, 2.1907], [-2.1865, -1.3426, 0.5480], [-2.3780, -0.7626, 2.2006], [-0.5617, -3.0538, 1.2741], [-2.0433, -3.2483, 2.1985], [0.2200, -3.2627, 3.5094], [-1.1034, -2.3167, 4.1863], [1.5798, -2.0239, 4.8289], [0.8600, -0.4658, 5.2365], [2.0326, -0.5734, -0.5191], [2.3150, 0.7087, -1.1035], [2.9914, 1.7046, -0.3798], [3.1432, 2.9638, -0.9412], [2.6044, 3.2504, -2.1953], [1.9040, 2.2773, -2.8963], [1.7417, 1.0002, -2.3583], [2.1457, -1.3570, -1.1575], [2.5936, -0.7477, 0.3120], [3.4427, 1.4677, 0.5747], [3.7107, 3.7187, -0.4122], [2.7600, 4.2263, -2.6363], [1.5245, 2.4915, -3.8869], [1.2991, 0.2081, -2.9519]],
  "forces_ev_per_angstrom": [[0.18, 0.26, 0.21], [-0.01, 0.05, -0.01], [-0.23, -0.11, -0.23], [-0.02, 0.09, 0.03], [-0.22, 0.08, -0.15], [0.27, 0.02, 0.23], [0.04, -0.10, -0.01], [0.16, -0.04, 0.10], [0.05, -0.02, 0.06], [-0.01, 0.01, 0.06], [-0.11, 0.02, 0.02], [0.11, 0.07, -0.10], [-0.09, -0.15, 0.10], [0.09, 0.01, -0.12], [0.03, -0.07, 0.01], [0.00, 0.00, 0.00], [-0.01, 0.02, 0.00], [-0.04, 0.02, -0.03], [0.05, 0.00, 0.04], [0.01, -0.01, 0.00], [-0.01, 0.00, -0.03], [0.02, 0.01, 0.00], [-0.01, 0.01, 0.04], [0.04, 0.03, 0.04], [0.16, 0.11, -0.25], [0.02, -0.11, 0.02], [-0.57, -0.09, 0.14], [0.02, -0.11, -0.03], [0.00, 0.01, -0.01], [-0.08, -0.08, 0.03], [0.02, 0.21, -0.19], [0.06, 0.02, 0.08], [0.00, 0.00, -0.01], [-0.01, 0.00, 0.00], [0.00, -0.02, 0.02], [0.04, 0.02, -0.03], [-0.09, -0.03, 0.15], [-0.01, -0.01, 0.01], [0.00, -0.03, -0.01], [0.01, 0.01, 0.00], [0.00, 0.00, 0.00], [-0.03, 0.01, 0.03], [-0.01, -0.01, -0.04], [0.00, 0.01, 0.00], [0.03, -0.02, 0.01], [0.01, -0.11, -0.07], [0.21, 0.14, -0.16], [-0.08, -0.11, -0.05], [-0.02, 0.01, -0.04], [-0.03, -0.05, -0.02], [0.05, 0.10, 0.02], [-0.03, -0.03, 0.18], [0.00, 0.05, -0.03], [-0.02, -0.04, -0.02], [0.04, -0.01, 0.01], [0.01, 0.00, 0.00], [-0.01, 0.01, 0.00], [0.00, 0.00, -0.01], [0.02, -0.02, -0.02]]
}

{
  "formula": "C23H27NO4S",
  "method": "ωB97M-V/def2-TZVPD",
  "relative_energy_kj_mol": 1569.5,
  "homo_lumo_gap_ha": 0.24256,
  "e_tot_ev": -44788.16187,
  "e_homo_ev": -8.59,
  "species": ["C", "C", "C", "C", "C", "C", "C", "C", "C", "O", "C", "C", "C", "C", "C", "C", "S", "C", "O", "O", "C", "O", "C", "H", "H", "H", "H", "H", "H", "H", "H", "H", "H", "H", "H", "H", "H", "H", "H", "H", "H", "H", "H", "H", "H", "N", "C", "C", "C", "C", "C", "H", "H", "H", "H", "H"],
  "coordinates": [[4.3810, -3.6235, 2.4452], [4.2810, -2.9110, 0.9457], [5.3913, -3.0810, -0.2494], [5.1368, -2.2819, -1.6596], [3.7971, -1.3331, -1.9801], [3.7514, -0.6463, -3.4677], [3.1851, -1.7155, -4.6214], [3.0106, 0.8143, -3.5395], [2.6632, -1.2038, -0.8034], [1.4344, -0.4247, -1.0211], [0.2750, -1.3134, -1.1994], [-1.1402, -0.6967, -0.6334], [-1.6163, -0.4376, 0.7530], [-0.8065, -0.7320, 2.1488], [-0.4384, 0.6979, 2.8666], [0.5807, 1.6576, 2.0030], [2.2481, 1.8125, 2.8772], [-3.1320, 0.1784, 0.9185], [-3.7734, 0.4678, 2.0577], [-3.5452, 0.2451, -0.4939], [-2.4990, -0.2074, -1.4700], [-2.6902, -0.2280, -2.8102], [2.9484, -1.9732, 0.6219], [4.6531, -2.8021, 3.2610], [3.3344, -4.0705, 2.8016], [5.1354, -4.5258, 2.4720], [6.3430, -3.7557, -0.0960], [5.9497, -2.4108, -2.5068], [4.8879, -0.4559, -3.7795], [2.0199, -1.8223, -4.6137], [3.7608, -2.7401, -4.4452], [3.6172, -1.2977, -5.6511], [3.1231, 1.4096, -2.5377], [3.4929, 1.4918, -4.3961], [1.8747, 0.6347, -3.8585], [0.5146, -2.4072, -0.8049], [0.1282, -1.4382, -2.3761], [-1.5791, -1.2759, 2.8738], [0.0939, -1.4692, 2.0231], [-0.0768, 0.5737, 3.9975], [-1.4659, 1.2989, 2.9498], [0.0677, 2.7254, 1.9184], [0.7589, 1.1414, 0.9661], [3.2244, 1.6456, 1.8542], [2.1706, -1.8697, 1.4911], [-8.1625, 3.8536, 0.4627], [-7.1604, 3.0959, -0.0342], [-6.0251, 2.7532, 0.6828], [-5.9060, 3.2180, 1.9882], [-6.9207, 4.0021, 2.5274], [-8.0194, 4.2887, 1.7334], [-7.2983, 2.7602, -1.0579], [-5.2525, 2.1393, 0.2340], [-5.0298, 2.9711, 2.5808], [-6.8576, 4.3802, 3.5414], [-8.8394, 4.8938, 2.1100]],
  "forces_ev_per_angstrom": [[-0.56, 0.36, -0.12], [-0.89, 1.63, -3.30], [-3.70, 2.57, -0.52], [-2.29, 0.04, 2.79], [0.66, -1.86, 2.91], [0.69, -0.15, -0.11], [1.60, 0.51, 0.21], [-0.23, -0.13, -0.71], [3.63, -2.28, 0.45], [1.18, -2.46, 0.90], [-1.07, -0.85, -1.71], [-3.46, 1.73, 3.87], [2.09, -1.08, -1.12], [-1.11, 0.15, 0.24], [-0.76, 0.83, 0.38], [-0.90, -0.51, -0.44], [0.16, -0.29, -1.25], [0.10, -0.27, 2.57], [3.91, -1.77, -8.43], [1.08, -0.26, 0.75], [0.61, -0.72, -5.38], [0.89, 0.37, 9.80], [2.25, -0.48, -2.11], [-0.33, -1.80, -1.88], [2.16, 1.06, -1.11], [-1.34, 2.06, -0.21], [-2.16, 1.58, -0.38], [-1.93, 0.40, 1.89], [-2.39, -0.55, 0.92], [2.32, 0.15, -0.05], [-1.58, 2.06, -0.32], [-1.38, -0.89, 2.08], [-0.44, -1.28, -1.90], [-0.97, -1.67, 1.82], [2.41, 0.61, 1.03], [-0.75, 2.49, -0.38], [0.10, 0.31, 2.50], [1.57, 1.15, -1.62], [-1.65, 1.66, -0.06], [-0.62, 0.00, -2.63], [2.17, -1.42, -0.18], [1.36, -2.33, -0.06], [-0.39, 1.32, 1.85], [-1.60, 0.15, 0.95], [1.61, -0.14, -1.91], [0.81, -0.22, 0.56], [-0.73, 0.52, 0.27], [0.03, 0.11, 0.24], [0.01, 0.02, 0.02], [0.19, -0.16, -0.16], [-0.20, -0.25, -0.88], [0.05, 0.00, 0.08], [-0.12, 0.06, 0.03], [-0.11, -0.02, -0.09], [-0.03, -0.03, -0.09], [0.08, -0.04, 0.00]]
}